40
Properties=species:S:1:pos:R:3:forces:R:3:mulliken_spin:R:1 method="wB97M-V/def2-TZVPD" total_charge=0 total_energy_ha=-1168.82965 multiplicity=2 gap_ev="5.18 / 5.50"
Tl 9.49597 -23.08578 -10.79620 -0.4 -0.5 -0.3 -0.130
B 9.96148 -24.97554 -13.20767 -0.7 -2.8 -1.0 0.189
H 10.32108 -25.41122 -14.12697 1.7 -1.2 -3.2 -0.013
H 10.59994 -24.25108 -12.72625 3.5 4.2 2.5 0.149
H 9.01448 -24.47506 -13.33789 -3.3 2.8 -0.5 0.085
H 9.82862 -25.74473 -12.46274 -0.3 -2.8 2.7 0.017
B 6.78497 -22.35505 -9.66884 4.5 -1.7 0.6 -0.334
H 5.77945 -22.05927 -9.41257 -5.2 1.5 -0.1 -0.323
H 7.08257 -21.66960 -10.44720 0.1 4.2 -3.0 -0.132
H 7.45474 -22.19364 -8.83842 2.3 0.3 3.0 0.017
H 6.76371 -23.36202 -10.05587 -1.1 -4.3 -0.5 -0.060
B 12.49812 -24.24213 -10.92085 0.2 -0.1 -0.1 0.236
H 13.42269 -24.62185 -11.32732 3.0 -1.7 -2.3 0.053
H 12.55672 -23.89042 -9.90247 -0.8 1.7 4.0 0.092
H 12.19509 -23.43405 -11.56850 -0.4 4.4 -2.7 0.072
H 11.72048 -24.98764 -10.98198 -2.7 -4.2 0.5 0.104
C 9.68654 -27.85097 -8.31758 -0.2 -1.1 -0.8 0.069
C 9.86553 -26.92891 -9.55677 -0.4 2.4 3.8 -0.024
O 10.67716 -27.37693 -10.40184 0.8 -1.0 -1.6 0.871
O 9.46871 -25.76677 -9.51749 -0.3 -0.6 -0.7 0.056
H 8.64858 -27.84932 -7.98478 -0.1 0.1 -0.4 0.012
H 10.27095 -27.62331 -7.42611 0.4 0.7 -0.5 -0.001
H 9.98442 -28.85804 -8.60945 -0.2 -0.2 0.1 0.004
C 6.29540 -21.19510 -15.71679 0.3 0.9 -1.0 0.000
C 5.44604 -21.45038 -14.56134 -0.3 1.9 1.8 0.000
O 6.27661 -21.89164 -13.55800 1.3 -0.3 2.0 0.003
C 7.54391 -21.67631 -13.90304 2.8 -0.1 2.1 -0.003
O 8.56140 -21.80098 -13.21793 -2.7 0.0 -1.1 -0.006
O 7.59242 -21.21375 -15.12659 0.6 0.8 -2.2 0.000
F 4.58328 -22.36433 -14.72741 -3.5 -3.6 -1.2 0.000
H 5.94560 -20.21673 -16.04625 1.1 0.2 -0.5 0.000
H 6.17839 -21.90522 -16.53541 0.2 -0.2 0.2 0.000
H 4.88123 -20.58538 -14.21366 0.3 0.5 0.2 0.000
C 7.51477 -27.16212 -12.12624 -1.0 -1.9 -0.5 -0.005
N 6.90515 -25.86951 -12.41045 0.4 1.8 -0.2 0.001
O 7.35299 -24.94383 -11.71379 -1.4 -0.9 -1.2 0.004
O 6.00726 -25.78690 -13.25139 1.3 0.1 1.3 -0.002
H 8.59433 -27.26334 -12.23762 -0.1 1.0 0.5 0.000
H 7.10119 -27.87750 -12.83707 -0.2 0.1 0.0 -0.001
H 7.08556 -27.38701 -11.14987 0.6 -0.3 0.2 0.000

=====

14
Properties=species:S:1:pos:R:3:forces:R:3:lowdin_charge:R:1 method="wB97M-V/def2-TZVPD" total_charge=+1 de_lowest_kcal_mol=52.77 total_energy_ha=-228.90272 gap_ev=10.60
C -0.60818 0.11477 1.04867 -0.7 2.0 -2.0 -0.165
C 0.62229 0.70005 -1.64922 -0.1 -0.8 2.6 -0.078
C 0.49871 -0.64311 -0.94634 -7.2 -0.3 -2.0 -0.202
N -0.90723 0.26636 2.32126 -0.2 -1.7 0.4 0.181
N 0.32422 -0.60816 0.52133 0.4 0.0 -1.3 0.049
H -1.08369 0.71695 0.18907 0.1 -0.7 2.1 0.179
H 1.46503 1.02070 -1.07103 0.6 1.7 -0.2 0.084
H 0.85838 0.60865 -2.66396 0.4 -0.3 -1.4 0.072
H -0.28813 1.31345 -1.54212 0.6 -0.1 0.0 0.083
H 1.19005 -1.37588 -1.09997 2.0 -1.6 -0.9 0.070
H -0.76421 -1.18598 -1.54888 3.8 1.1 2.0 0.232
H -1.74010 0.81388 2.61425 1.0 -0.8 -0.3 0.161
H -0.59996 -0.57924 2.86692 -0.6 1.7 0.0 0.168
H 1.03282 -1.16244 0.96002 -0.1 -0.2 1.0 0.166

=====

36
Properties=species:S:1:pos:R:3:forces:R:3:lowdin_charge:R:1 method="wB97M-V/def2-TZVPD" smiles=O.O.O.O.O.O.O.O.O.O.O.O total_charge=0 de_lowest_kcal_mol=109.14 total_energy_ha=-917.15143 gap_ev=9.39
H 0.32605 -0.34350 -0.08851 -0.9 0.9 0.3 -0.008
H 1.52677 -1.06206 -0.43362 -0.6 -0.7 0.3 0.042
H 0.24645 1.45432 2.90275 0.9 1.7 0.5 0.002
H -1.00042 0.71648 2.66122 0.3 -0.4 0.2 0.033
H -0.89742 -3.67882 2.88754 -1.4 -1.9 0.5 0.112
H -1.25592 -4.93629 3.77024 1.2 -1.4 1.2 0.022
H -2.25445 -0.15490 -2.42626 0.1 -0.7 -0.1 0.037
H -2.52964 -1.65098 -2.56475 -1.8 -1.6 -0.8 -0.005
H 3.07288 3.15349 2.19953 0.6 -1.3 -0.6 0.064
H 3.77479 1.74208 1.73332 -0.3 0.9 0.5 0.050
H 1.25707 2.44753 -4.79650 0.3 1.1 -0.2 0.024
H 1.00986 1.66996 -3.48314 -0.1 0.1 -0.6 0.035
H 2.73592 0.60604 -3.25563 -0.1 0.2 -0.3 0.016
H 3.17506 -0.74735 -2.74070 -0.2 0.4 -0.9 0.031
H -2.73277 4.30026 -0.60037 1.1 -2.0 1.3 0.096
H -2.70559 2.76801 -0.73007 0.1 0.0 0.2 0.023
H -1.82330 -1.37562 3.06646 -1.9 -2.2 1.6 0.061
H -2.08147 -2.83876 3.77374 -0.2 0.4 0.0 -0.037
H 2.70818 -2.49489 -2.73722 2.2 -1.5 0.0 0.070
H 3.57381 -3.29020 -3.69197 0.2 -0.3 -0.8 0.024
H -4.15246 -0.13128 2.08306 -0.7 -0.6 1.0 0.064
H -3.00681 0.25458 1.45235 1.5 1.3 -2.0 0.009
H 0.12536 2.71932 -0.33502 -0.5 0.0 0.3 0.015
H 0.71903 2.18903 0.98231 -0.4 -2.0 1.7 -0.049
O 0.63020 -1.23814 -0.07476 1.6 -0.2 -0.5 -0.050
O -0.04378 0.57739 2.78780 -1.3 -1.2 -0.6 -0.024
O -1.62859 -4.32271 3.18533 1.0 2.1 -2.1 -0.049
O -1.89826 -1.04642 -2.28167 1.7 2.3 0.9 -0.026
O 3.08176 2.40376 1.55840 0.0 0.3 0.4 -0.079
O 1.00632 1.60860 -4.45289 -0.4 -1.0 0.8 -0.042
O 2.64811 -0.32711 -3.45923 0.7 -0.6 1.3 -0.073
O -2.33566 3.46036 -0.16331 -1.2 1.9 -1.5 -0.092
O -2.49624 -1.99629 3.54666 1.8 1.8 -0.5 -0.138
O 3.60745 -2.99295 -2.79096 -2.6 1.6 0.8 -0.085
O -3.20714 -0.24816 2.20374 -1.1 0.6 0.1 -0.036
O 0.82487 2.80521 0.31211 0.5 2.1 -2.3 -0.036